# 1
The following is a quantum chemistry calculation of 13 unconnected molecules or ions with the total composition C41H111N3O14, from the Open Molecules 2025 dataset.

Each line ends with the Mulliken charge.
Positions of all 169 atoms, in Å:
C  4.6394  2.8575  9.4501  -1.447
C  4.1555  3.2736  8.1111  0.626
C  4.9089  2.4498  6.9938  -0.576
O  6.1659  3.0827  6.6532  -0.350
C  6.8471  2.2568  5.6665  -0.729
N  2.7083  3.0766  7.9934  -0.725
H  4.0306  3.1110  10.3180  0.403
H  5.5648  3.3743  9.7043  0.320
H  4.7547  1.7737  9.4584  0.329
H  4.3293  4.3271  7.8920  0.247
H  4.2480  2.4575  6.1271  0.291
H  5.1412  1.4305  7.3023  0.250
H  6.7977  1.1700  5.7330  0.300
H  7.9088  2.4908  5.5890  0.271
H  6.3940  2.6199  4.7440  0.288
H  2.5505  3.0585  6.9959  0.259
H  2.3960  2.1613  8.2845  0.244
C  -2.6744  8.9089  5.3481  -1.387
C  -2.8362  9.2362  3.8801  0.430
C  -1.5464  9.0695  3.0566  -0.766
O  -1.0846  7.7388  3.0102  -0.343
C  -0.0539  7.5271  1.8928  -0.753
N  -3.8238  8.3082  3.3765  -0.700
H  -2.5207  7.8604  5.6033  0.305
H  -3.4984  9.2833  5.9555  0.370
H  -1.7968  9.4649  5.6782  0.340
H  -3.0967  10.2938  3.8387  0.299
H  -0.7931  9.6159  3.6242  0.349
H  -1.6380  9.5106  2.0641  0.429
H  0.4661  6.5819  2.0484  0.249
H  0.6244  8.3737  1.7863  0.315
H  -0.6015  7.4305  0.9554  0.304
H  -3.6288  7.3303  3.5370  0.291
H  -3.7188  8.5003  2.3905  0.270
C  -10.1200  2.8637  4.5957  -1.179
C  -9.1758  3.5393  5.6847  0.295
C  -7.7655  2.9711  5.7083  -0.822
O  -6.9019  3.3442  4.6190  -0.316
C  -5.6475  2.6813  4.6233  -0.798
N  -9.0480  5.0279  5.4712  -0.713
H  -9.8466  1.8141  4.4876  0.294
H  -9.9905  3.3678  3.6380  0.291
H  -11.1927  2.9160  4.7822  0.345
H  -9.6910  3.4411  6.6402  0.267
H  -7.7029  1.8887  5.8199  0.509
H  -7.3526  3.2591  6.6751  0.382
H  -5.7779  1.7331  4.1017  0.312
H  -5.0594  2.5679  5.5341  0.327
H  -5.0150  3.2959  3.9828  0.247
H  -8.1550  5.3235  5.8390  0.268
H  -9.0072  5.2462  4.4859  0.290
C  2.8440  -1.0868  -0.5527  -1.527
C  1.3583  -0.9632  -0.8966  0.485
C  0.8075  -2.2418  -1.7043  -1.131
O  0.6784  -0.9711  0.3649  -0.537
H  3.3818  -0.7613  -1.4432  0.397
H  3.2821  -2.0734  -0.4020  0.358
H  3.1226  -0.3391  0.1899  0.452
H  1.0710  -0.0674  -1.4472  0.265
H  0.7874  -3.1661  -1.1268  0.299
H  1.3927  -2.6162  -2.5443  0.340
H  -0.1752  -1.8962  -2.0251  0.284
H  1.3419  -1.3106  0.9700  0.315
C  6.9809  -6.9352  -6.0185  -1.425
C  7.3321  -5.4519  -6.1425  0.554
C  5.9634  -4.7270  -5.9585  -1.258
O  8.2626  -5.1942  -5.0690  -0.524
H  6.0836  -7.2537  -6.5492  0.374
H  6.6923  -7.1884  -4.9984  0.371
H  7.7845  -7.6045  -6.3257  0.372
H  7.7583  -5.3897  -7.1438  0.191
H  5.0822  -5.1024  -6.4788  0.363
H  6.1037  -3.6662  -6.1664  0.291
H  5.6503  -4.8759  -4.9251  0.356
H  8.9350  -5.8560  -5.2464  0.335
C  -6.2688  5.4031  -3.0814  -1.375
C  -6.3255  3.9067  -3.0491  0.579
C  -5.2878  3.3089  -2.0921  -1.267
O  -7.5451  3.4837  -2.4628  -0.551
H  -5.3116  5.9229  -3.1215  0.371
H  -6.5601  5.9578  -2.1894  0.381
H  -6.8417  5.8645  -3.8857  0.365
H  -6.2783  3.4478  -4.0367  0.219
H  -5.4470  2.2715  -1.7977  0.330
H  -5.3976  3.9493  -1.2170  0.288
H  -4.2659  3.4412  -2.4476  0.345
H  -8.2360  3.9107  -2.9748  0.313
C  3.6156  -9.6470  3.4567  -1.250
C  3.6135  -9.2429  2.0046  0.463
C  2.2121  -8.7820  1.7131  -1.250
O  4.4330  -8.1008  1.8676  -0.534
H  4.5982  -9.9855  3.7853  0.309
H  2.8781  -10.4245  3.6558  0.370
H  3.3658  -8.8611  4.1695  0.287
H  3.8404  -10.0163  1.2707  0.327
H  1.5610  -9.4612  2.2634  0.308
H  1.9454  -8.9356  0.6674  0.311
H  2.1123  -7.7720  2.1105  0.328
H  5.1887  -8.5048  1.4348  0.332
C  -2.7465  1.3151  -9.8990  -1.081
C  -1.9056  0.0628  -9.9182  0.455
C  -1.3512  -0.2402  -8.5290  -1.367
O  -2.6472  -1.1104  -10.2981  -0.547
H  -3.4088  1.2775  -10.7639  0.298
H  -2.1396  2.2167  -9.9819  0.322
H  -3.3171  1.4302  -8.9774  0.290
H  -1.0544  0.1104  -10.5974  0.269
H  -2.0303  -0.3952  -7.6905  0.344
H  -0.5921  0.4527  -8.1660  0.371
H  -0.8031  -1.1780  -8.6194  0.327
H  -2.5521  -1.1115  -11.2534  0.319
C  0.7655  -4.3187  6.7193  -1.204
C  2.0310  -3.3891  6.7721  0.415
C  3.1120  -4.0214  7.6918  -1.270
O  2.6484  -3.3377  5.4499  -0.550
H  0.8525  -5.2849  6.2225  0.304
H  -0.0202  -3.8401  6.1348  0.322
H  0.2993  -4.6466  7.6484  0.360
H  1.7965  -2.4044  7.1765  0.258
H  3.2777  -5.0911  7.5637  0.320
H  2.8171  -4.0189  8.7412  0.384
H  4.0842  -3.5496  7.5492  0.334
H  2.9522  -4.1693  5.0787  0.324
C  -6.1468  -5.2767  2.9059  -1.135
C  -5.9112  -5.0820  1.4506  0.501
C  -6.9749  -4.1482  0.8326  -1.346
O  -4.6511  -4.5888  1.2408  -0.546
H  -6.3977  -4.3647  3.4476  0.303
H  -5.4110  -5.9258  3.3806  0.308
H  -7.1052  -5.7920  2.8420  0.329
H  -6.0958  -5.9735  0.8513  0.236
H  -7.8788  -4.7203  0.6230  0.391
H  -6.6617  -3.6608  -0.0907  0.357
H  -7.3324  -3.3756  1.5133  0.303
H  -4.5356  -3.6413  1.3439  0.302
C  -2.6111  -7.9595  -5.2032  -1.243
C  -3.6520  -7.2286  -5.8683  0.576
C  -4.2651  -7.9695  -7.1099  -1.327
O  -4.6314  -7.0459  -4.9304  -0.536
H  -2.4050  -7.5251  -4.2250  0.395
H  -1.6559  -7.9641  -5.7282  0.313
H  -2.9388  -8.9973  -5.1419  0.294
H  -3.3537  -6.2641  -6.2793  0.199
H  -4.8869  -7.2722  -7.6713  0.309
H  -4.8294  -8.8747  -6.8856  0.357
H  -3.5419  -8.3631  -7.8241  0.365
H  -4.2316  -6.5991  -4.1807  0.298
C  2.9265  5.3197  -5.3921  -1.216
C  2.1883  6.1554  -6.3344  0.634
C  1.5246  7.3586  -5.7018  -1.515
O  3.1624  6.6913  -7.1604  -0.553
H  3.8026  5.7435  -4.9011  0.268
H  3.2256  4.4132  -5.9182  0.332
H  2.2188  5.0028  -4.6260  0.344
H  1.5040  5.5685  -6.9471  0.219
H  0.5444  7.0825  -5.3131  0.355
H  1.4558  8.2257  -6.3587  0.447
H  2.0662  7.8061  -4.8685  0.379
H  3.3047  7.5977  -6.8780  0.306
C  11.4965  1.3753  -3.3026  -0.588
C  10.0068  1.4574  -2.9386  -0.168
O  9.5302  2.6582  -2.4955  -0.498
O  11.9238  2.4172  -4.1547  -0.533
H  11.7051  0.4160  -3.7762  0.344
H  12.2169  1.4277  -2.4863  0.288
H  9.6858  0.5810  -2.3756  0.300
H  9.5036  1.4056  -3.9041  0.223
H  10.2565  3.2788  -2.5906  0.314
H  11.7982  2.1891  -5.0787  0.319

Properties
Kohn-Sham gap	9.27	eV
charge	0
electronic energy	-2845.9708	Eh
strongest force on any atom	3.989	eV/Å
spin multiplicity	1
ΔE to the lowest compared entry with this formula, charge and spin	197.6	kcal per mole

***

# 2
The following is a quantum chemistry calculation of 10 unconnected molecules or ions with the total composition C36H54O31S, from the Open Molecules 2025 dataset.

Each line ends with the Mulliken charge.
Positions of all 122 atoms, in Å:
S  -0.1300  -0.4596  0.1397  -0.193
O  -0.0510  0.0924  -1.2073  0.205
O  -1.4800  -0.9686  0.3617  -0.183
O  0.8630  -1.4996  0.3347  -0.261
O  0.0430  0.5544  1.0777  -1.387
C  -2.9860  0.6864  -3.2893  -0.832
C  -3.4000  0.7264  -1.8013  1.174
C  -2.8200  1.9914  -0.9933  0.374
O  -4.1090  2.6194  -0.9003  -0.487
C  -5.0910  1.8924  -1.3493  0.473
O  -6.2340  2.2784  -1.2353  -0.684
O  -4.7520  0.7814  -1.8623  -0.392
H  -3.5380  -0.2796  -3.7883  0.209
H  -1.7930  0.7914  -3.4873  -0.330
H  -3.1970  1.6234  -3.9073  0.363
H  -3.2410  -0.2046  -1.2783  0.035
H  -2.2520  2.6744  -1.5673  0.115
H  -2.4510  1.6614  -0.1813  -0.065
C  1.6750  -4.7316  1.2907  -1.820
C  2.5730  -4.2186  0.2437  1.887
C  3.4530  -3.0396  0.5517  0.641
O  4.7310  -3.6096  0.2907  -0.444
C  4.5880  -4.8216  -0.2133  0.420
O  5.6350  -5.4546  -0.5503  -0.735
O  3.4340  -5.2076  -0.2503  -0.360
H  0.9070  -3.9126  1.3807  0.066
H  2.1460  -4.5326  2.2257  0.632
H  1.1740  -5.6816  1.3287  0.517
H  2.0220  -3.8576  -0.6173  -0.659
H  3.5110  -2.5756  1.4677  0.196
H  3.2040  -2.3836  -0.3753  -0.426
C  3.3260  -0.9376  -3.7193  -1.394
C  2.0650  -1.7746  -3.7333  2.839
C  0.8560  -1.0526  -3.9713  0.692
O  0.4160  -1.5826  -5.2153  -0.501
C  1.2530  -2.6176  -5.5623  0.479
O  1.0880  -3.2686  -6.5843  -0.651
O  2.2490  -2.7586  -4.7363  -0.443
H  3.3890  -0.3096  -4.5883  0.456
H  4.4310  -1.5736  -3.6843  0.214
H  3.4170  -0.2316  -2.7643  0.163
H  1.8730  -2.2116  -2.7083  -1.202
H  0.9730  -0.0536  -4.0783  -0.363
H  0.2840  -1.3116  -3.0893  -0.282
C  -3.2850  1.5564  2.5147  -0.492
C  -4.2820  0.4464  2.0957  1.696
C  -4.0020  -0.9666  2.6647  0.411
O  -5.1470  -1.2756  3.2637  -0.357
C  -6.0560  -0.3286  3.1707  0.426
O  -7.2550  -0.2896  3.6877  -0.674
O  -5.6080  0.7204  2.5047  -0.409
H  -3.1690  1.6654  3.6717  0.457
H  -3.6210  2.5454  1.9957  0.153
H  -2.2190  1.4714  2.2937  -0.475
H  -4.2340  0.2464  0.9007  -0.761
H  -3.1000  -1.0136  3.3207  -0.020
H  -3.5130  -1.5026  1.9007  -0.016
C  -1.9000  -3.6706  -3.1803  -1.173
C  -1.0360  -3.8146  -1.8573  2.014
C  -1.8950  -4.1266  -0.5183  0.079
O  -1.5890  -5.3846  -0.1333  -0.349
C  -0.6940  -5.8576  -0.9393  0.456
O  -0.3080  -7.0036  -0.9913  -0.647
O  -0.3060  -4.9966  -1.9453  -0.393
H  -2.4880  -2.7286  -2.8643  0.042
H  -2.6630  -4.4136  -3.5003  0.352
H  -1.4050  -3.4586  -4.0973  0.259
H  -0.5080  -3.0266  -1.7373  -1.238
H  -2.8470  -3.9246  -0.8743  0.509
H  -1.5460  -3.5526  0.3387  0.006
C  -1.8530  4.9924  1.3597  -1.658
C  -1.4500  4.6324  2.7987  0.810
C  -0.4170  3.4924  3.0677  0.860
O  0.6120  4.1614  3.6667  -0.417
C  0.2490  5.3624  4.0377  0.514
O  1.0160  6.1484  4.5557  -0.631
O  -0.9760  5.6794  3.6697  -0.397
H  -2.6190  5.6554  1.7517  0.262
H  -2.2950  4.2464  0.6497  0.266
H  -1.0500  5.4634  1.0247  0.706
H  -2.3290  4.2454  3.3817  0.305
H  -0.0860  3.0984  2.1827  -0.291
H  -0.6430  2.5954  3.6277  -0.213
C  3.1510  2.2974  1.8167  -1.753
C  3.8220  1.1424  1.0687  1.271
C  3.2030  0.9684  -0.3673  1.840
O  4.0930  1.6564  -1.2013  -0.444
C  5.2420  1.8684  -0.6473  0.530
O  6.2490  2.2534  -1.2643  -0.626
O  5.1540  1.4834  0.7117  -0.469
H  3.1810  3.1084  1.1727  0.483
H  3.6710  2.5294  2.6567  0.591
H  2.1900  2.0204  1.8997  0.228
H  3.8310  0.0864  1.4957  0.046
H  2.1750  1.3264  -0.3243  -0.962
H  2.8340  -0.1106  -0.4853  -0.910
C  -0.2160  -2.7066  3.9007  -0.712
C  0.8040  -1.5616  3.7247  2.123
C  0.2420  -0.2756  4.1947  1.238
O  0.9740  0.0994  5.4347  -0.435
C  1.8570  -0.8926  5.6807  0.448
O  2.5860  -0.8286  6.6877  -0.643
O  1.7840  -1.9026  4.7277  -0.449
H  -0.8780  -2.8746  4.8917  0.250
H  0.1900  -3.7746  3.4467  0.131
H  -0.9570  -2.1706  3.1757  -0.100
H  1.1370  -1.4786  2.7227  -1.024
H  -0.8520  0.0044  4.5247  -0.143
H  0.5950  0.5064  3.5287  -0.656
C  -0.1800  4.7104  -2.4533  -1.509
C  0.9170  3.7204  -2.2393  2.228
C  0.9230  2.5494  -3.2553  0.973
O  1.8180  2.9484  -4.2243  -0.337
C  2.5260  3.9634  -3.7923  0.453
O  3.5040  4.5454  -4.3203  -0.668
O  2.0420  4.4954  -2.6693  -0.397
H  -1.0310  4.6144  -1.9323  0.369
H  -0.5030  4.6684  -3.4663  0.413
H  0.0850  5.7484  -2.0433  0.270
H  1.1810  3.2414  -1.2103  -0.610
H  -0.1130  2.1064  -3.6303  -0.222
H  1.2330  1.5754  -2.8053  -0.842

Properties
Kohn-Sham gap	8.08	eV
charge	-2
electronic energy	-4134.6842	Eh
strongest force on any atom	10.353	eV/Å
spin multiplicity	1
ΔE to the lowest compared entry with this formula, charge and spin	29.8	kcal per mole

***

| no. | E_LUMO (eV) |
| --- | --- |
| 1 | 0.3 |
| 2 | 3.5 |